# 1
32
Properties=species:S:1:pos:R:3 method="wB97M-V/def2-TZVPD" de_lowest_kj_mol=434.6 charge=+2 orbital_gap_ha="0.296 / 0.295" homo_energy_ev="-17.39 / -17.38"
C -0.315 -0.472 2.516
C 1.560 -0.398 1.011
C -1.131 -0.525 0.036
C -0.626 -1.819 -0.428
C -2.573 -0.003 -0.336
C 0.820 0.286 -2.282
C 1.154 2.313 -0.863
C 0.176 1.236 -1.258
N -1.207 -0.521 1.557
N -0.429 0.659 -0.161
N 1.014 -0.545 2.253
N -0.540 -0.515 3.838
N 2.827 -0.555 0.853
H -0.738 -1.786 -1.447
H -1.085 -2.700 -0.032
H 0.493 -1.740 -0.175
H -2.875 0.959 0.255
H -3.312 -0.747 0.060
H -2.812 0.049 -1.427
H 0.061 -0.223 -3.022
H 1.531 0.816 -2.900
H 1.062 -0.646 -1.664
H 1.590 2.901 -1.812
H 2.003 1.713 -0.539
H 0.977 3.010 -0.016
H -0.732 1.725 -1.544
H -2.204 -0.714 1.896
H 1.640 -0.550 3.033
H -1.446 -0.198 4.170
H 0.165 -0.843 4.519
H 3.351 -0.196 0.071
H 3.434 -0.736 1.646


# 2
29
Properties=species:S:1:pos:R:3 method="wB97M-V/def2-TZVPD" de_lowest_kj_mol=688.6 orbital_gap_ha="0.335 / 0.214" homo_energy_ev="-8.84 / -5.82"
C 3.109 0.228 -0.587
C 2.144 -0.492 0.104
C 2.657 -1.577 0.965
C -2.172 -0.837 1.407
C 0.272 2.845 0.311
C -1.334 1.701 -0.991
C -2.061 -1.890 -2.286
C -0.661 -0.647 1.736
N -0.005 1.625 -0.413
Si 0.418 0.177 0.380
H 2.903 1.164 -1.154
H 4.156 -0.174 -0.790
H 3.502 -1.921 0.537
H 1.958 -2.327 0.992
H 2.662 -1.181 2.004
H -2.336 0.172 1.106
H -2.191 -1.354 0.505
H -2.795 -1.234 2.184
H -0.399 3.067 1.131
H 1.156 2.666 0.822
H 0.371 3.500 -0.495
H -1.635 0.850 -1.598
H -2.275 1.754 -0.364
H -1.314 2.716 -1.548
H -1.664 -1.001 -2.577
H -1.548 -2.849 -2.302
H -3.121 -1.994 -2.185
H -0.238 -1.691 1.907
H -0.577 -0.132 2.725


# 3
28
Properties=species:S:1:pos:R:3 method="wB97M-V/def2-TZVPD" de_lowest_kj_mol=29.9 orbital_gap_ha=0.440 homo_energy_ev=-10.91
C 0.000 0.000 0.000
C -0.580 2.192 0.976
C 0.199 0.193 2.453
C 0.341 0.959 1.114
H 0.090 0.525 -0.966
H -1.034 -0.368 0.105
H 0.683 -0.866 -0.005
H -0.622 2.739 1.933
H -1.601 1.870 0.710
H -0.214 2.879 0.194
H -0.785 -0.289 2.579
H 0.358 0.892 3.291
H 0.979 -0.585 2.489
H 1.370 1.371 1.080
C -3.482 4.550 4.828
C -1.420 3.071 4.845
C -3.619 2.127 4.111
C -2.764 3.338 4.189
H -2.853 5.451 4.932
H -3.804 4.227 5.832
H -4.377 4.813 4.239
H -0.920 2.137 4.536
H -1.437 3.112 5.947
H -0.831 3.925 4.471
H -3.819 1.669 5.094
H -3.211 1.353 3.438
H -4.572 2.491 3.691
H -2.617 3.613 3.125


# 4
42
Properties=species:S:1:pos:R:3 method="wB97M-V/def2-TZVPD" de_lowest_kj_mol=0.0 orbital_gap_ha=0.297 homo_energy_ev=-9.92
C 9.693 -15.538 -18.476
C 10.734 -14.764 -18.705
C 12.158 -15.241 -18.530
O 13.181 -14.644 -18.810
C 12.235 -16.645 -18.114
C 11.153 -17.375 -17.918
C 9.749 -16.954 -18.158
O 8.776 -17.702 -18.152
O 11.315 -18.741 -17.514
O 10.663 -13.410 -18.900
H 8.731 -15.047 -18.487
H 13.180 -17.158 -18.022
H 10.447 -19.096 -17.306
H 11.539 -13.041 -18.762
O 7.489 -18.037 -15.457
H 8.422 -18.253 -15.460
H 7.052 -18.858 -15.685
O 6.472 -20.687 -15.258
H 5.972 -21.383 -14.832
H 6.455 -20.914 -16.188
O 9.093 -20.303 -16.998
H 9.165 -21.064 -16.422
H 8.554 -20.605 -17.730
O 6.111 -18.403 -17.685
H 5.646 -17.570 -17.610
H 7.020 -18.191 -17.471
O 6.353 -17.627 -13.048
H 6.728 -17.568 -13.926
H 6.144 -18.554 -12.937
O 8.900 -21.141 -13.734
H 8.066 -21.090 -14.201
H 9.412 -21.783 -14.226
C 3.537 -18.009 -15.668
Cl 2.755 -18.179 -17.283
Cl 3.330 -19.465 -14.691
H 4.619 -17.885 -15.699
H 3.090 -17.123 -15.216
C 9.919 -16.938 -12.776
Cl 10.939 -16.915 -11.362
Cl 10.491 -15.897 -14.088
H 9.883 -17.933 -13.218
H 8.939 -16.595 -12.445


# 5
34
Properties=species:S:1:pos:R:3 method="wB97M-V/def2-TZVPD" de_lowest_kj_mol=190.6 charge=+1 orbital_gap_ha=0.132 homo_energy_ev=-11.51
Mg -2.107 1.103 4.852
Cl -0.700 1.597 3.149
C 3.948 2.932 2.888
O 2.948 2.517 1.995
C 2.843 1.117 1.922
C 2.714 0.672 0.480
O 1.449 1.056 0.006
C 1.138 0.402 -1.209
H 4.112 4.003 2.779
H 4.871 2.371 2.740
H 3.654 2.834 3.945
H 2.035 0.708 2.539
H 3.733 0.635 2.348
H 2.856 -0.415 0.433
H 3.524 1.136 -0.095
H 1.875 0.645 -1.984
H 0.160 0.682 -1.590
H 1.180 -0.683 -1.048
C -1.498 -1.445 1.066
O -2.379 -1.359 -0.034
C -1.979 -2.204 -1.104
C -2.892 -2.015 -2.274
O -2.757 -0.708 -2.765
C -3.726 -0.388 -3.748
H -1.868 -0.767 1.833
H -0.559 -0.996 0.710
H -1.348 -2.466 1.427
H -1.931 -3.238 -0.746
H -0.960 -1.908 -1.402
H -3.929 -2.223 -1.988
H -2.582 -2.737 -3.042
H -3.278 0.324 -4.444
H -4.596 0.112 -3.321
H -3.951 -1.292 -4.318


# 6
65
Properties=species:S:1:pos:R:3 method="wB97M-V/def2-TZVPD" de_lowest_kj_mol=0.0 orbital_gap_ha="0.362 / 0.294" spin_multiplicity=6 homo_energy_ev="-9.80 / -9.79" s2=8.756
Fe 9.909 9.767 8.285
C 13.790 8.297 8.084
F 14.209 7.338 8.886
F 14.695 8.685 7.211
F 12.734 7.839 7.355
S 13.197 9.777 9.039
O 13.739 10.924 8.331
O 11.754 9.664 8.950
O 13.688 9.559 10.339
C 9.804 6.634 11.392
F 10.759 6.517 10.507
F 9.362 5.418 11.584
F 10.290 7.059 12.580
S 8.515 7.761 10.781
O 9.338 8.782 10.233
O 7.777 6.928 9.853
O 7.912 8.316 11.964
C 11.365 12.902 6.018
F 12.437 12.352 5.490
F 11.604 13.102 7.296
F 11.042 14.010 5.378
S 10.006 11.839 5.814
O 8.843 12.545 6.370
O 9.977 11.291 4.455
O 10.342 10.723 6.719
C 10.759 10.723 13.242
O 11.114 11.846 13.586
N 11.541 9.901 12.508
N 9.507 10.287 13.606
H 11.181 9.094 12.014
H 12.467 10.214 12.350
H 8.864 11.004 13.862
H 9.150 9.381 13.346
C 9.963 11.879 10.246
O 9.524 11.260 9.278
N 11.248 12.289 10.249
N 9.222 12.097 11.343
H 11.892 12.160 9.501
H 11.556 12.707 11.088
H 8.317 11.591 11.293
H 9.523 12.558 12.203
C 9.429 7.451 6.439
O 10.088 7.832 7.461
N 8.586 6.425 6.549
N 9.587 8.098 5.310
H 8.234 5.817 5.864
H 8.389 6.176 7.509
H 8.823 8.164 4.642
H 10.204 8.883 5.297
C 6.909 10.032 8.087
O 8.035 9.493 7.837
N 6.674 11.351 7.875
N 5.925 9.326 8.760
H 7.280 11.963 7.382
H 5.917 11.864 8.369
H 5.059 9.826 8.834
H 6.020 8.289 8.779
C 5.476 11.690 12.021
O 5.808 11.704 10.851
N 5.884 10.751 12.975
N 4.688 12.719 12.502
H 5.480 10.493 13.867
H 6.259 9.937 12.518
H 4.426 12.924 13.443
H 4.804 13.538 11.931